Entry 1:
This record from the Open Molecules 2025 dataset describes a structure of composition C14H37F6NO11S2V. The level of theory is ωB97M-V with the def2-TZVPD basis set.

* LUMO energy (spin up / spin down): -0.3 / -0.3 eV
* relative energy (zero: lowest compared OMol25 entry of this formula, charge and spin): 2.045 eV
* <S²>: 3.75
* HOMO level (spin up / spin down): -9.50 / -10.16 eV
* multiplicity: 4
* frontier orbital gap (spin up / spin down): 9.21 / 9.84 eV
* F_max: 4.6 eV/Å
* calculated total energy: -102791.4432 eV

Geometry (Å):
V (0.087, 1.263, 1.715)
C (-0.831, 4.788, -0.228)
F (-2.067, 4.705, 0.231)
F (-0.650, 3.994, -1.274)
F (-0.582, 6.037, -0.615)
S (0.381, 4.379, 1.240)
O (1.304, 5.469, 1.323)
O (-0.491, 4.163, 2.381)
N (0.986, 2.860, 0.700)
S (2.246, 3.270, -0.163)
O (2.155, 4.411, -1.041)
O (3.412, 3.166, 0.678)
C (2.420, 1.897, -1.473)
F (1.247, 1.840, -2.104)
F (3.334, 2.231, -2.343)
F (2.759, 0.761, -0.884)
O (-0.319, 0.246, -0.074)
H (0.377, 0.507, -0.663)
C (-4.374, 2.819, -1.832)
C (-3.287, 1.736, -1.901)
O (-2.744, 1.653, -0.594)
H (-4.012, 3.791, -1.487)
H (-5.053, 2.531, -1.023)
H (-5.002, 3.015, -2.701)
H (-2.536, 1.993, -2.649)
H (-3.856, 0.844, -2.178)
H (-1.869, 1.236, -0.684)
C (-3.185, -3.311, -1.183)
C (-3.102, -1.813, -0.964)
O (-2.277, -1.609, 0.188)
H (-3.544, -3.835, -0.294)
H (-2.187, -3.749, -1.280)
H (-3.750, -3.593, -2.073)
H (-4.129, -1.444, -0.866)
H (-2.674, -1.313, -1.837)
H (-1.681, -0.879, -0.079)
C (1.154, -4.313, 1.530)
C (0.357, -3.465, 0.546)
O (1.171, -2.417, 0.050)
H (1.565, -3.647, 2.295)
H (1.961, -4.806, 0.992)
H (0.544, -5.042, 2.062)
H (-0.549, -3.080, 1.012)
H (0.041, -4.140, -0.255)
H (0.622, -1.635, -0.132)
C (0.395, -0.720, -4.251)
C (1.587, -1.648, -4.097)
O (1.969, -2.083, -5.432)
H (0.291, -0.105, -3.348)
H (-0.518, -1.234, -4.537)
H (0.554, 0.073, -4.988)
H (1.272, -2.546, -3.565)
H (2.464, -1.233, -3.599)
H (2.652, -1.464, -5.708)
C (4.337, 0.190, 2.420)
C (2.996, -0.435, 2.801)
O (1.962, 0.003, 1.918)
H (4.297, 1.277, 2.474)
H (4.725, -0.135, 1.455)
H (5.059, -0.121, 3.183)
H (2.856, -0.124, 3.837)
H (3.102, -1.522, 2.802)
H (2.155, -0.456, 1.088)
C (-0.156, -0.761, 4.820)
C (-0.820, -1.441, 3.636)
O (-1.068, -0.415, 2.636)
H (0.694, -0.101, 4.614)
H (0.270, -1.510, 5.487)
H (-0.866, -0.100, 5.316)
H (-1.832, -1.731, 3.924)
H (-0.335, -2.314, 3.205)
H (-1.415, -0.856, 1.834)

Atom charges from the Löwdin analysis, given in e for atoms 1 to 5: atom 1 (V): 1.02, atom 2 (C): -0.64, atom 3 (F): 0.15, atom 4 (F): 0.14, atom 5 (F): 0.15

---

Entry 2:
This record from the Open Molecules 2025 dataset describes a cluster of 2 separate species, C2H3BrFN in total. The level of theory is ωB97M-V with the def2-TZVPD basis set.

* LUMO energy: 0.8 eV
* relative energy (zero: lowest compared OMol25 entry of this formula, charge and spin): 1.685 eV
* HOMO level: -8.70 eV
* multiplicity: 1
* frontier orbital gap: 9.47 eV
* F_max: 2.9 eV/Å
* calculated total energy: -76369.2646 eV

Geometry (Å):
C (1.002, 0.135, 0.245)
C (-0.901, -0.522, -0.498)
N (1.574, 1.148, 0.692)
F (-0.742, -1.672, 0.207)
Br (-2.384, 0.472, 0.127)
H (-0.992, -0.731, -1.670)
H (1.312, -0.903, 0.056)
H (1.130, 2.073, 0.841)

Atom charges from the natural (NBO) analysis, given in e for atoms 1 to 5: atom 1 (C): 0.22, atom 2 (C): -0.03, atom 3 (N): -0.63, atom 4 (F): -0.37, atom 5 (Br): 0.03

---

Q: Among the records above, which one has the highest multiplicity?
A: C14H37F6NO11S2V

---

Q: What is the multiplicity in the first record?
A: 4

---

Q: Number 1 is which compound?
A: C14H37F6NO11S2V